C26H13BCl76FN4O5P2S | ωB97M-V/def2-TZVPD

XYZ file:
```
129
Properties=species:S:1:pos:R:3:forces:R:3:lowdin_charge:R:1
C -6.545 0.499 5.672 -1.308 -0.686 -0.513 -0.10
C -5.437 0.192 5.965 2.073 -1.076 1.496 -0.29
C -4.036 -0.243 6.292 -0.832 0.365 -1.066 -0.05
C -3.444 -0.814 5.018 1.093 -0.053 -0.429 -0.29
N -2.501 -0.210 4.309 0.697 1.255 0.045 0.23
C -2.202 -0.922 3.206 -0.948 -0.635 0.919 -0.29
N -1.352 -0.677 2.214 0.056 -0.178 0.457 -0.18
C -0.540 0.572 2.316 0.887 0.781 -0.526 -0.08
B 1.060 0.296 2.182 -3.733 -0.012 -0.744 -1.02
O 1.656 -0.529 3.136 -9.635 -7.493 -1.132 -0.49
O 1.761 0.854 1.130 -4.708 -4.096 -5.732 -0.37
P -1.084 -1.664 0.794 0.764 1.426 -2.275 0.46
S -0.859 -0.596 -0.810 -0.204 0.026 0.617 0.24
N -2.990 -2.006 3.324 -0.309 -1.357 -1.046 0.04
F -3.151 -3.117 2.585 0.319 0.239 -0.145 0.08
N -3.763 -1.956 4.409 -1.033 0.051 2.000 -0.01
C -4.757 -2.931 4.825 -0.948 0.100 0.693 -0.10
P -4.209 -4.076 6.183 0.318 -2.307 0.533 0.46
O -3.484 -5.204 5.642 0.902 -0.104 -0.843 -0.24
O -3.331 -3.345 7.329 -1.745 0.496 -0.687 -0.11
O -5.559 -4.660 6.881 0.393 1.906 -0.590 -0.10
H -7.453 0.652 5.123 -0.039 0.259 0.674 0.06
H -3.397 0.616 6.543 -0.257 -0.256 0.106 0.14
H -4.038 -0.975 7.102 0.143 0.196 -0.130 0.11
H -0.837 1.278 1.527 -0.144 -0.392 0.172 0.11
H -0.690 1.077 3.280 -0.296 -0.518 -0.188 0.11
H 1.703 -1.415 2.749 0.235 -0.549 -0.029 0.08
H 1.833 0.166 0.450 0.183 -0.265 -0.574 0.11
H -2.143 -2.559 0.550 0.222 -0.104 1.043 -0.06
H 0.163 -2.316 1.000 -0.686 -0.324 0.700 0.00
H -5.643 -2.366 5.174 0.383 0.098 -0.323 0.11
H -5.111 -3.563 3.999 0.417 0.179 0.139 0.13
H -3.969 -2.973 7.963 0.506 -0.045 0.370 0.09
H -6.339 -4.141 6.627 -0.184 -0.302 0.357 0.08
C 0.483 -2.203 -4.443 0.216 0.000 -0.128 -2.00
Cl 2.112 -1.543 -4.610 0.128 -0.449 0.786 0.48
Cl 0.161 -3.352 -5.748 0.117 0.329 -0.074 0.53
Cl 0.345 -3.037 -2.882 0.165 0.242 -0.113 0.46
Cl -0.671 -0.870 -4.523 -0.124 -0.118 0.051 0.48
C -1.422 3.101 -4.062 0.069 -0.034 0.028 -2.00
Cl -0.054 2.341 -3.235 -0.038 0.047 -0.017 0.51
Cl -0.851 3.878 -5.544 -0.276 -0.297 0.911 0.48
Cl -2.633 1.872 -4.479 0.131 0.205 0.081 0.47
Cl -2.155 4.298 -2.992 0.178 0.031 -0.149 0.52
C -6.256 0.103 1.629 0.239 0.050 -0.499 -1.96
Cl -7.649 1.169 1.463 0.084 -0.188 0.088 0.56
Cl -6.753 -1.569 1.345 -0.197 0.103 0.289 0.52
Cl -4.999 0.541 0.456 -0.015 -0.661 -0.128 0.49
Cl -5.588 0.245 3.270 -0.380 0.119 -1.608 0.69
C -5.771 1.084 -7.320 -0.024 0.108 -0.043 -2.03
Cl -7.476 0.959 -6.875 0.094 0.006 -0.042 0.53
Cl -5.274 2.780 -7.294 0.050 -0.125 0.089 0.51
Cl -4.788 0.177 -6.160 -0.111 -0.177 -0.077 0.49
Cl -5.531 0.404 -8.941 0.116 -0.110 0.266 0.51
C 5.920 -0.594 -4.982 0.069 -0.140 0.046 -2.00
Cl 7.525 0.146 -4.972 -0.538 -0.140 -0.762 0.49
Cl 5.765 -1.715 -6.339 0.240 0.174 0.302 0.52
Cl 5.675 -1.472 -3.465 0.017 0.025 0.009 0.53
Cl 4.697 0.674 -5.122 -0.040 -0.118 -0.129 0.47
C 0.672 4.973 -9.595 0.049 0.059 -0.109 -2.03
Cl -0.298 6.201 -10.417 0.043 -0.068 0.060 0.53
Cl 2.318 5.575 -9.363 -0.083 -0.039 0.007 0.53
Cl -0.050 4.609 -8.016 0.263 0.191 -0.881 0.46
Cl 0.714 3.500 -10.571 0.000 0.065 0.088 0.52
C 10.076 0.952 -1.317 0.059 0.055 0.068 -2.02
Cl 9.245 0.570 -2.832 0.401 0.108 0.762 0.47
Cl 8.868 1.350 -0.086 0.034 -0.048 0.001 0.49
Cl 11.011 -0.445 -0.773 0.004 0.000 -0.144 0.52
Cl 11.154 2.335 -1.554 -0.066 -0.077 -0.005 0.52
C 2.501 -0.258 -8.541 -0.013 0.081 -0.049 -2.01
Cl 3.423 -1.767 -8.518 -0.270 -0.003 -0.261 0.51
Cl 1.396 -0.244 -7.163 -0.180 0.451 -0.788 0.48
Cl 3.608 1.115 -8.407 -0.047 -0.020 -0.127 0.52
Cl 1.595 -0.137 -10.058 0.038 -0.054 0.124 0.53
C -4.872 -4.723 -0.660 -0.026 -0.112 -0.257 -2.01
Cl -6.529 -5.067 -0.146 0.077 0.051 0.038 0.54
Cl -4.568 -2.981 -0.518 0.211 -0.076 -0.222 0.49
Cl -3.737 -5.598 0.384 -0.018 0.058 0.052 0.52
Cl -4.654 -5.226 -2.333 -0.357 0.404 0.212 0.54
C -6.144 4.405 7.311 0.122 0.312 -0.065 -2.01
Cl -7.886 4.589 7.537 0.098 -0.059 -0.035 0.54
Cl -5.348 4.312 8.887 -0.031 -0.036 -0.095 0.53
Cl -5.829 2.904 6.406 -0.082 1.058 0.488 0.61
Cl -5.514 5.789 6.409 -0.039 -0.099 0.055 0.53
C 2.894 1.354 3.227 1.907 1.127 0.546 -1.63
Cl 2.073 2.530 2.189 1.091 5.558 3.987 0.86
Cl 4.368 2.077 3.882 -0.641 0.140 -0.201 0.57
Cl 1.816 0.885 4.553 0.893 5.065 4.504 0.78
Cl 3.314 -0.080 2.277 13.523 0.876 -0.880 0.85
C 5.691 3.608 -1.373 0.117 0.004 -0.003 -2.03
Cl 7.308 4.322 -1.393 -0.107 -0.002 -0.018 0.52
Cl 5.510 2.515 -2.754 0.013 0.152 0.234 0.49
Cl 5.464 2.701 0.131 -0.036 0.002 -0.023 0.50
Cl 4.478 4.892 -1.476 0.024 -0.066 0.014 0.53
C -7.707 4.308 -10.747 0.000 0.008 -0.057 -2.04
Cl -8.806 3.949 -12.086 0.050 0.022 0.072 0.53
Cl -8.640 4.864 -9.350 0.047 -0.031 -0.041 0.52
Cl -6.811 2.847 -10.309 -0.224 0.238 -0.226 0.48
Cl -6.571 5.572 -11.239 -0.050 -0.055 0.031 0.52
C 4.491 -4.152 2.900 0.371 -0.052 0.204 -2.03
Cl 3.137 -3.850 1.790 -0.160 0.037 -0.109 0.51
Cl 4.210 -3.291 4.417 -0.055 0.006 -0.103 0.51
Cl 4.612 -5.886 3.222 -0.077 0.134 -0.075 0.55
Cl 5.989 -3.583 2.157 -0.208 -0.004 0.041 0.53
C 4.100 -1.432 7.950 0.130 0.074 0.042 -2.03
Cl 5.785 -1.956 7.996 -0.146 -0.027 -0.009 0.52
Cl 3.842 -0.360 6.561 0.069 -0.231 0.375 0.48
Cl 3.053 -2.851 7.801 -0.031 0.025 -0.020 0.51
Cl 3.711 -0.566 9.442 -0.006 -0.032 -0.086 0.54
C 12.563 2.128 2.485 0.081 -0.048 -0.017 -2.04
Cl 13.312 2.440 4.056 -0.047 -0.005 -0.070 0.53
Cl 13.813 2.075 1.235 -0.070 0.017 0.055 0.52
Cl 11.710 0.581 2.535 0.454 0.045 -0.129 0.47
Cl 11.410 3.420 2.114 0.015 -0.048 0.029 0.51
C 8.055 -0.331 4.536 -0.120 0.026 -0.085 -2.00
Cl 6.337 -0.209 4.110 0.596 -0.346 0.058 0.45
Cl 8.245 -0.286 6.291 0.037 0.046 -0.091 0.53
Cl 8.707 -1.855 3.912 0.040 0.050 0.027 0.52
Cl 8.926 1.023 3.814 -0.416 -0.018 0.192 0.50
C -1.457 -7.270 -3.789 0.110 -0.056 -0.053 -2.03
Cl -0.697 -5.675 -3.880 -0.320 -0.700 0.137 0.47
Cl -2.412 -7.379 -2.302 0.382 -0.365 -0.049 0.48
Cl -2.519 -7.498 -5.185 0.003 0.016 0.058 0.54
Cl -0.209 -8.521 -3.785 -0.063 0.057 -0.001 0.54
C -5.679 4.376 -0.170 -0.004 -0.017 -0.036 -2.03
Cl -5.204 3.479 1.282 -0.003 0.748 0.308 0.47
Cl -7.441 4.381 -0.332 0.102 -0.011 0.048 0.53
Cl -5.094 6.039 -0.058 -0.017 -0.117 -0.020 0.55
Cl -4.952 3.574 -1.563 -0.195 0.050 0.000 0.50
```
Forces are in eV/Å.

Properties
Total charge: +1
HOMO (eV): -10.499
Orbital gap (eV): 7.25
Spin multiplicity: 1
E_tot (a.u.): -37773.04652